No. 1
DFT (the ωB97M-V functional and the def2-TZVPD basis) results for a cluster of 10 separate species, C4H28N2O9 in total.

The total energy comes out at -25999.564 eV. The expectation value of S² is 0.76. As for the spin multiplicity: 2. Its net charge is +1.

Element x y z (Å)
H1 -1.17064 -3.64660 -0.22485
H2 -0.17300 -2.44093 3.22498
H3 -0.17267 -2.48486 -0.07255
H4 1.45166 -3.20606 -0.83695
N1 0.97285 -0.74909 -0.96489
H5 -1.40421 1.96916 1.54846
H6 -3.96688 -1.73713 0.00374
O1 -2.22384 -1.88023 2.55962
H7 -0.51409 1.28087 -1.62622
C1 1.74107 0.41718 0.95688
H8 -0.26969 -0.93645 3.14396
H9 1.28680 3.74398 -0.31588
H10 1.83660 2.98379 2.20246
O2 1.94391 4.49273 -0.21506
H11 -2.38641 -1.91455 0.19118
C2 1.86261 0.34391 -0.57323
O3 -1.63633 -0.14113 -1.97406
O4 -0.43639 2.22012 -1.51961
O5 -1.02686 -2.95541 0.29867
N2 0.97056 2.42878 2.34285
O6 -3.13631 -1.26565 0.24145
H12 0.34271 2.92690 2.85790
H13 -1.78747 -2.11193 1.71064
H14 0.79599 0.80833 -3.35829
O7 0.69050 1.15849 -4.27769
H15 1.56039 -0.65154 1.27419
H16 2.69971 0.67724 1.47069
O8 0.33600 -1.67111 3.36495
H17 -2.06528 -0.49735 -2.81403
H18 -1.00484 2.69275 -0.91808
H19 1.07965 -0.93288 -2.00469
H20 2.63349 3.88417 -0.12530
H21 -0.93509 0.29116 0.97336
H22 -0.04717 -0.54906 -0.87931
O9 0.90329 -3.78740 -1.51024
C3 -0.66594 1.20732 1.25906
H23 -2.29373 -0.19696 -1.09283
H24 2.98321 0.08219 -0.83402
H25 0.45561 2.05795 -4.08231
H26 1.59910 1.38319 -1.02444
H27 -2.80171 -1.23938 2.35374
C4 0.65920 1.35527 1.58636
H28 1.31364 -3.40976 -2.32056

These are the natural (NBO) partial charges, in e, on atoms 1 to 6:
1 H 0.50
2 H 0.49
3 H 0.52
4 H 0.47
5 N -0.91
6 H 0.22

---

No. 2
DFT (the ωB97M-V functional and the def2-TZVPD basis) results for a cluster of 10 separate species, C4H28NO10S in total.

The total energy comes out at -37404.313 eV. Its net charge is -1.

Element x y z (Å)
H1 -1.38008 0.39518 2.43257
O1 0.33598 -1.66990 -3.45742
H2 -1.01289 -2.71657 -0.42666
O2 2.31260 1.04472 -1.83538
H3 4.24436 0.25461 2.02674
S1 -4.15693 1.48208 0.44297
H4 -2.22782 2.73453 1.07231
O3 3.28243 -2.67093 -1.29551
O4 0.10744 -3.49689 2.34991
H5 -0.08542 3.01444 -2.43268
H6 3.54886 -2.11920 -2.02566
H7 -0.26822 -3.50168 1.43418
H8 0.27671 -1.31649 0.88517
O5 -0.26242 3.81072 -1.89945
H9 2.99658 -0.38689 1.58355
O6 3.35985 0.11264 2.35839
H10 0.12704 -0.72538 -0.78342
C1 0.43648 -0.44190 0.26137
H11 -2.13583 -0.37734 1.27551
H12 0.02830 -0.78483 -3.18909
O7 1.77289 -0.15332 0.28308
O8 0.01399 -0.99057 3.60026
C2 -0.53186 0.82278 0.47831
H13 -4.38372 0.20281 0.79711
H14 0.95004 2.13185 -0.02206
H15 -0.16306 -3.93926 -0.71358
O9 0.45905 1.11940 -3.79410
C3 -1.67863 0.61744 1.42306
H16 0.73996 2.13783 1.50337
H17 -0.15693 -0.43660 2.82812
H18 2.37245 1.93995 -1.49583
C4 -2.66510 1.80123 1.45486
O10 -0.99031 -3.66596 -0.30246
H19 1.06529 1.05872 -4.52785
N1 0.18875 2.11735 0.64472
H20 -0.20688 3.41552 -1.01109
H21 -0.94719 1.05044 -0.52557
H22 1.26329 -1.51230 -3.63457
H23 2.54098 -2.19194 -0.88828
H24 0.97326 0.89078 -2.97044
H25 -0.27179 -2.63444 2.59524
H26 -2.93592 2.07434 2.46765
H27 2.01481 0.49914 -0.91334
H28 0.94645 -1.23469 3.50849

These are the natural (NBO) partial charges, in e, on atoms 1 to 6:
1 H 0.19
2 O -0.95
3 H 0.48
4 O -1.07
5 H 0.45
6 S -0.06

---

No. 3
DFT (the ωB97M-V functional and the def2-TZVPD basis) results for a cluster of 9 separate species, C4H29N2O8 in total.

The total energy comes out at -23970.124 eV. Its net charge is +1.

Element x y z (Å)
H1 -1.46521 -3.88408 1.45332
H2 -2.28724 4.02284 -2.40656
H3 -1.41409 -5.25965 0.82160
H4 4.86751 0.56191 -1.68493
H5 1.26845 0.32998 -1.52298
O1 -2.73629 -3.00177 -1.94086
H6 -1.71607 2.78967 -3.22141
H7 -2.46918 -3.33946 -1.07875
H8 -1.47875 -1.68662 -1.53584
N1 1.63792 0.58931 -0.60061
H9 4.40367 2.03224 0.75939
H10 0.67801 2.99922 2.13861
H11 3.77345 -0.80741 -1.67043
O2 0.93972 0.74966 -3.14200
H12 -1.62237 -0.69915 -0.44546
C1 3.08086 0.99810 -0.69575
H13 -2.83589 -2.11584 4.50088
H14 -3.55173 0.99727 0.54800
H15 -2.67854 -3.82597 -2.38814
H16 -3.93070 -1.23146 1.25140
H17 1.19058 1.36721 2.26989
H18 1.64099 -0.37956 -0.21768
O3 -3.57262 0.16499 0.12726
H19 1.22014 1.19737 0.12826
H20 0.47093 1.62445 -2.93836
H21 3.41132 0.74641 1.52658
O4 -1.35762 -4.33979 0.54873
O5 -1.60750 3.22955 -2.43366
C2 3.41893 1.60630 0.75251
H22 2.85462 3.62994 1.40076
H23 0.10544 0.27709 -3.48018
H24 -2.33796 -1.66152 3.16570
H25 4.69018 -0.39261 -0.17049
H26 -4.92801 -2.18092 1.87493
H27 3.16842 1.88483 -1.54456
C3 1.64920 2.23516 2.23201
C4 4.24007 0.00131 -1.10037
N2 2.49409 2.65504 1.16266
O6 -4.27539 -1.53880 2.17391
O7 -2.00879 -2.00854 4.01123
H28 2.11900 2.30284 3.13418
O8 -1.13912 -0.95043 -1.09264
H29 -3.91041 0.31083 -0.67018

These are the natural (NBO) partial charges, in e, on atoms 1 to 6:
1 H 0.49
2 H 0.50
3 H 0.48
4 H 0.24
5 H 0.49
6 O -0.96

---

No. 4
DFT (the ωB97M-V functional and the def2-TZVPD basis) results for a cluster of 11 separate species, C4H29NO11S in total.

The total energy comes out at -39467.493 eV. Its net charge is -2.

Element x y z (Å)
H1 -0.04612 -0.57728 2.83071
H2 -0.17833 3.96127 -1.97354
H3 -0.84045 0.43080 4.78203
O1 0.95892 2.46844 -0.81333
H4 0.50044 -1.06221 0.83302
H5 -3.97021 1.21748 1.03057
H6 -2.50112 0.81661 1.21000
H7 -2.03690 1.23106 4.11468
H8 1.45891 1.64428 -0.87390
H9 1.09655 -0.72620 -4.13934
H10 -0.34122 -1.80838 -2.10539
O2 0.58188 -0.87357 3.54013
C1 1.38284 -0.99145 -3.16913
H11 -0.18078 1.10414 -2.43079
H12 0.76274 -0.95738 -1.04238
N1 -0.60565 0.14465 -2.40369
H13 2.22294 0.48455 -1.89684
C2 0.30939 -0.89570 -2.05345
O3 0.17911 4.60494 -2.60186
H14 -2.11580 3.65977 0.35597
O4 -1.75729 0.79324 4.92301
S1 3.85359 -1.24162 -1.60484
H15 -0.64464 0.05516 0.54841
C3 -1.77448 0.23931 -1.44388
H16 3.13380 0.50109 -3.20234
H17 1.11761 -2.82659 2.94791
H18 1.40172 -0.56426 3.12397
H19 1.74878 -2.00565 -3.25392
H20 0.62250 -3.54639 1.61179
H21 -0.85111 -2.52422 1.24604
O5 -0.26973 -0.64343 1.23182
O6 -1.45492 1.06378 -0.36390
O7 1.14066 -3.63531 2.38257
O8 3.42929 -1.72928 2.08648
H22 3.49073 -1.46213 1.14293
O9 -2.93723 3.11670 0.28439
H23 2.87228 -2.52495 2.01207
H24 -2.48664 0.64957 -2.14866
H25 -2.41494 2.31899 -0.01027
H26 -1.70694 -2.42058 0.08108
O10 -3.41308 0.61615 1.53564
O11 -1.31958 -3.11778 0.60481
H27 -1.94173 -0.82791 -1.05841
H28 0.82416 3.98494 -2.94246
C4 2.57886 -0.25665 -2.55733
H29 0.12117 2.11201 -0.37039

These are the natural (NBO) partial charges, in e, on atoms 1 to 6:
1 H 0.51
2 H 0.48
3 H 0.50
4 O -1.01
5 H 0.48
6 H 0.47

---

No. 5
DFT (the ωB97M-V functional and the def2-TZVPD basis) results for a cluster of 10 separate species, C4H29NO9S2 in total.

The total energy comes out at -46205.139 eV. The structure (SMILES) is CN[C@H](C)CSS.O.O.O.O.O.O.O.O.O. Its net charge is 0.

Element x y z (Å)
O1 3.55882 -0.18897 -2.18410
H1 -3.21134 0.71182 2.12195
H2 -1.10096 2.18316 -1.34498
C1 -0.88340 -0.01016 -1.32534
S1 -3.39853 1.81454 1.44196
H3 -0.57595 4.18598 1.91977
H4 0.85422 0.47868 3.01100
N1 0.29015 -0.28372 -0.43608
H5 -2.21790 -2.23000 -1.90926
H6 0.92491 3.99145 -1.90349
C2 -0.29046 0.05905 -2.70843
H7 3.26681 0.42087 0.41114
H8 -1.32078 -3.77254 1.55623
H9 -1.86150 4.38928 1.19557
H10 -1.02834 0.21624 -3.50967
H11 2.69653 0.06888 -2.54584
O2 -0.91384 4.36883 1.03870
S2 -3.23775 1.22715 -0.50069
O3 -1.67504 -0.73117 3.39455
H12 -0.78128 -1.00013 3.12871
O4 -2.17338 -2.64220 -2.77290
O5 3.02836 1.09716 1.08934
H13 0.32456 0.95549 -2.78321
H14 0.17280 -2.26810 0.54099
H15 0.92674 -2.16279 -1.09950
O6 3.03098 -2.58618 2.89155
H16 3.08903 -1.76858 3.39320
H17 1.69961 -1.39439 0.32520
O7 -1.48043 -3.41386 0.67706
C3 -1.46148 1.34959 -0.76158
H18 -1.87342 -1.42649 4.04848
H19 -0.49610 4.05573 -1.56038
H20 0.28942 0.44665 1.45209
C4 0.74475 -1.64134 -0.14198
H21 -1.63185 -0.77414 -1.08278
H22 1.06123 0.35678 -0.54927
H23 2.98512 -2.51725 1.94343
H24 3.93924 -0.39352 -3.05654
H25 2.30283 0.61969 1.55816
H26 -2.36824 -3.05539 0.64216
O8 0.82310 0.03895 2.16073
H27 -0.91950 1.53641 0.17155
O9 0.10112 3.52855 -2.11252
H28 -1.26021 -2.96604 -2.67000
H29 0.05135 -0.87400 -3.15501

These are the natural (NBO) partial charges, in e, on atoms 1 to 6:
1 O -0.93
2 H 0.14
3 H 0.25
4 C -0.05
5 S -0.16
6 H 0.47

---

No. 6
DFT (the ωB97M-V functional and the def2-TZVPD basis) results for a structure of composition C4H2AgMgO2.

The total energy comes out at -17705.535 eV. Its net charge is +1.

Element x y z (Å)
C1 0.93010 1.41122 -0.34265
C2 -0.73638 0.79807 0.25742
Mg1 -0.23147 -0.46393 1.80893
C3 -1.75450 0.58637 -0.50967
C4 1.94021 0.75466 0.17658
O1 -2.08966 0.10331 -1.56035
Ag1 0.82589 -0.79127 -1.77869
H1 2.41518 -0.90762 1.15650
H2 0.92474 2.26587 -1.01565
O2 1.61308 -0.44141 0.89587

These are the natural (NBO) partial charges, in e, on atoms 1 to 6:
1 C -0.41
2 C -1.03
3 Mg 1.68
4 C 0.56
5 C -0.04
6 O -0.54

---

Per-record relative energy (zero: lowest compared OMol25 entry of this formula, charge and spin), kJ/mol: 276.6, 241.9, 525.4, 47.7, 117.1, 0.0